The following is a quantum chemistry calculation of C12H11BrINOPtSe4 as an isolated structure, from OMol25.

**Expectation value of S²**: 2.02
**2S+1**: 3
**Frontier orbital gap (spin up / spin down)**: 6.66 / 5.29 eV
**E**: -358935.16201 eV
**Relative energy (zero: lowest compared OMol25 entry of this formula, charge and spin)**: 32.30 kJ/mol

CARTESIAN COORDINATES (ANGSTROEM)
Pt  -0.01  1.63  -1.96
O  -1.62  2.33  -0.22
C  -2.77  1.53  -0.04
C  -2.80  0.43  -1.07
C  -3.87  -0.45  -1.05
C  -3.93  -1.48  -1.96
C  -2.91  -1.60  -2.89
C  -1.88  -0.69  -2.86
N  -1.82  0.32  -1.97
H  -1.57  3.03  0.44
H  -3.68  2.13  -0.15
H  -2.78  1.07  0.95
H  -4.65  -0.32  -0.30
H  -4.76  -2.17  -1.96
H  -2.90  -2.39  -3.63
H  -1.06  -0.76  -3.56
Se  1.13  0.71  -3.91
Se  3.12  1.76  -4.16
Se  3.28  3.48  -2.60
Se  1.34  3.56  -1.41
Br  1.48  -3.62  1.66
C  2.29  -2.07  2.38
C  3.16  -2.25  3.45
C  3.79  -1.15  4.01
C  3.56  0.12  3.52
C  2.68  0.29  2.46
C  2.04  -0.80  1.88
I  0.74  -0.38  0.29
H  3.35  -3.25  3.82
H  4.47  -1.30  4.85
H  4.05  0.98  3.95
H  2.50  1.28  2.06